[1]
17
Properties=species:S:1:pos:R:3:lowdin_charge:R:1 method="wB97M-V/def2-TZVPD" charge=0 homo_energy_ev=-8.7 orbital_gap_ha=0.3531
C -2.045 -0.291 -1.069 -0.0945
O 1.143 1.238 0.320 -0.0358
C 0.184 0.397 -0.216 -0.3661
H -0.051 0.732 2.371 0.0335
H -0.664 -0.464 1.714 0.0146
H 1.033 -1.662 -0.030 0.1196
O -0.293 -0.184 2.568 -0.0639
H -2.316 0.096 -2.057 0.0735
H 2.903 0.673 -0.672 0.1186
H 2.654 -0.077 0.953 0.1205
H 1.222 -0.905 -1.635 0.1180
H -1.605 -1.285 -1.218 0.0753
C 2.176 0.262 0.032 -0.1297
H -1.463 1.654 -0.118 0.1201
C 1.146 -0.712 -0.561 -0.0618
H -2.973 -0.425 -0.503 0.0726
C -1.104 0.663 -0.395 -0.1145

***

[2]
106
Properties=species:S:1:pos:R:3:lowdin_charge:R:1 method="wB97M-V/def2-TZVPD" charge=+2 multiplicity=5 homo_energy_ev="-11.2 / -12.8" orbital_gap_ha="0.2441 / 0.1738"
C 0.638 3.225 3.063 -0.0743
C -0.709 4.418 6.403 -0.0307
H -4.142 -7.634 -0.174 0.0805
H 6.109 1.413 -1.978 0.0644
H -1.794 3.934 -4.306 0.0606
H 7.175 2.427 -2.964 0.0882
H -2.095 3.016 -5.822 0.0725
H 2.568 -5.879 3.307 0.1163
O -3.282 -0.415 -0.745 -0.5744
H -2.394 2.581 5.358 0.1297
C -1.465 3.113 -4.939 -0.2095
C 1.414 -1.484 -2.435 -0.1420
C 0.138 -1.690 -3.004 -0.0027
H 5.856 1.034 2.216 0.0882
C -1.414 2.035 3.544 -0.0588
H 5.372 2.613 0.273 0.1458
H -2.151 1.297 3.253 0.1296
H 4.471 0.259 2.982 0.0881
C 1.011 -2.647 1.821 -0.1092
H -6.941 0.993 -2.613 0.1197
H 3.465 3.531 -2.498 0.1371
C 3.936 1.807 1.590 -0.2311
S -1.517 1.551 -4.024 0.9720
C 1.261 -1.530 3.978 0.0036
H 6.079 3.801 -1.164 0.1169
H 2.914 1.453 1.442 0.0530
C -1.540 2.756 4.715 -0.0058
O -0.984 1.894 -2.641 -0.6286
C 0.550 -1.417 1.263 -0.1479
C 0.495 3.941 4.242 -0.0144
S -2.400 -1.332 0.100 1.0949
H 2.483 -1.570 -4.304 0.1218
C 1.534 -1.336 -1.030 -0.1129
C -0.980 -1.666 -2.226 -0.0524
C 6.140 2.247 -2.680 -0.0624
H -3.433 3.412 -2.832 0.1093
C -0.864 -1.502 -0.835 -0.2857
H 1.554 -1.572 5.019 0.1274
H -5.696 3.003 -1.910 0.1176
C 1.948 -3.885 3.707 -0.0130
H -3.961 3.972 -0.293 -0.0171
C -5.300 0.151 -3.700 -0.0527
H -5.736 -6.880 -0.170 0.0937
H -5.399 -4.605 -1.999 0.1227
H -0.430 3.268 -5.238 0.0561
C 1.724 -4.942 1.557 -0.0414
S -0.011 1.264 1.296 0.9762
H 0.692 0.511 4.071 0.1085
C 0.428 -0.306 2.085 -0.2608
C -5.207 2.239 -2.500 -0.0558
C 3.808 -1.240 -2.666 -0.0613
H -3.106 3.218 1.088 -0.0203
C 2.818 -1.128 -0.470 -0.0271
C -3.037 -2.976 -0.236 -0.3734
H -2.179 4.136 -0.141 -0.0049
H -2.709 -6.106 0.969 0.1199
H 1.226 4.695 4.506 0.1210
H -1.690 4.885 6.496 0.0934
C -4.594 -4.445 -1.292 -0.0186
H -3.502 -0.433 -4.725 0.1164
C -0.302 2.259 2.743 -0.4028
C 4.840 0.674 2.045 -0.0517
C 2.581 -1.438 -3.233 -0.0113
C -3.854 2.412 -2.856 -0.2329
C -4.131 -5.515 -0.527 -0.2541
C -3.981 0.306 -4.094 -0.0867
S 1.920 2.442 -0.680 0.9052
H -1.743 -3.860 1.241 0.1062
C 1.169 -3.811 1.028 -0.0149
C 2.124 -4.978 2.907 -0.0459
O -1.353 1.015 0.680 -0.6066
H 1.474 3.407 2.398 0.0888
N 4.393 2.370 0.320 0.0497
H 0.857 -3.793 -0.008 0.1234
C 0.788 -0.366 3.448 -0.0480
H 5.583 1.964 -3.573 0.0824
C 3.613 2.730 -0.688 -0.7182
H 4.905 -0.912 -0.842 0.0993
Rh -2.607 1.683 -1.099 0.9853
H -1.967 -1.809 -2.650 0.1136
H -4.431 -2.343 -1.731 0.1004
C 1.392 -2.694 3.188 -0.1431
C -5.906 1.118 -2.899 -0.0457
H 3.925 2.596 2.346 0.1280
C 5.540 3.509 -2.067 -0.2007
H 2.920 -1.017 0.602 0.1071
C -0.580 3.701 5.094 -0.2432
H -4.901 -7.145 -1.696 0.0870
C -4.756 -6.873 -0.651 -0.0366
H -0.608 3.709 7.227 0.0952
C 0.358 -1.385 -0.219 -0.1597
C 3.924 -1.074 -1.272 -0.0703
H 4.701 -1.228 -3.277 0.1118
H 4.879 -0.125 1.306 0.0562
C -3.276 1.428 -3.691 -0.4223
C -3.042 3.490 0.035 -0.1567
H 0.056 5.183 6.518 0.0826
H -5.857 -0.722 -4.011 0.1176
H 2.241 -3.912 4.749 0.1222
H 0.062 -1.854 -4.071 0.1255
C -3.090 -5.287 0.372 -0.0207
C -2.546 -4.023 0.530 -0.0675
H 1.865 -5.816 0.934 0.1160
N 4.120 3.342 -1.754 0.0148
C -4.058 -3.176 -1.149 -0.0642
H 5.616 4.341 -2.764 0.1298

***

[3]
119
Properties=species:S:1:pos:R:3:lowdin_charge:R:1 method="wB97M-V/def2-TZVPD" charge=+1 homo_energy_ev=-8.5 orbital_gap_ha=0.2439
P 2.610 -1.563 0.169 0.7202
C 3.666 -3.019 0.185 -0.2753
C -3.763 -2.159 -3.902 -0.3109
C 2.150 -0.103 -2.123 -0.0788
N -0.868 -0.776 2.518 -0.0453
H -1.001 1.943 3.763 0.0851
H 6.721 3.300 2.107 0.1102
C 1.293 2.990 5.138 -0.0668
C -1.942 4.974 -1.008 -0.0112
C -5.101 0.868 0.421 -0.0871
N -1.066 2.697 -0.537 -0.2580
O 0.101 3.469 -0.242 -0.1169
H 0.840 3.946 5.364 0.1144
C 2.220 0.897 5.880 -0.0653
H -2.514 -0.888 5.466 0.1136
H 3.895 -3.065 -1.953 0.1115
C 4.800 -4.768 -1.020 -0.0617
H -0.111 -0.252 2.949 0.0447
C 3.872 0.879 -3.478 -0.0628
H -2.704 -4.674 -6.658 0.1043
C -0.236 -2.842 -2.688 -0.2910
H 0.187 -3.843 -2.761 0.0173
C -0.869 -4.437 0.007 -0.3305
H 0.650 2.834 0.244 0.0007
C 2.528 0.640 -3.233 -0.0532
C -2.134 3.492 -0.872 -0.3611
H -0.933 5.205 -1.338 0.0775
H -4.178 -1.516 -1.865 0.0161
H 4.842 -5.385 2.308 0.1091
C 3.930 -3.683 1.382 -0.0766
C -3.826 -1.816 -5.254 -0.0690
C 3.453 2.943 0.074 -0.0595
H -2.418 2.959 3.977 0.1174
C -3.338 2.903 -1.098 -0.3790
C 5.808 3.195 1.537 -0.0647
N -3.322 1.476 -1.010 -0.3425
H -4.133 -3.683 -1.573 0.0575
H -3.519 -2.411 -7.288 0.1035
H 1.104 -0.309 -1.929 0.0704
C -3.799 1.810 -4.047 -0.3109
H -3.344 2.798 -4.009 0.0058
H -1.889 2.883 1.713 0.0729
H -5.428 2.990 -1.571 0.0723
H -1.035 -0.035 5.084 0.1070
C -4.116 -1.121 -2.874 -0.3456
H -0.736 -2.597 -3.624 -0.0002
H -2.601 -5.312 -4.286 0.1134
H -3.262 2.061 1.901 0.0531
Sb -2.611 0.442 -2.916 1.3919
H -0.432 -1.475 1.924 0.0227
C 4.470 -0.347 -1.503 -0.0857
H -3.675 0.565 3.668 0.1093
H 2.638 -1.224 2.492 0.0531
H 6.375 4.646 0.064 0.1108
C -3.453 -2.702 -6.249 -0.0813
O -4.642 0.927 -0.912 -0.2949
H -5.179 1.872 0.854 0.0883
C 5.610 3.954 0.389 -0.0615
H 5.890 0.578 -2.808 0.1103
C 4.825 2.320 1.961 -0.0756
Sb -1.649 -2.754 -1.073 1.2674
H -4.195 -0.835 -5.528 0.0979
H -5.056 -0.622 -3.102 0.0701
C 1.631 2.119 6.167 -0.0605
H -3.842 1.484 -5.085 0.0013
C -1.716 -1.368 3.552 -0.2626
H 1.441 2.397 7.194 0.1122
C -2.073 2.006 3.561 -0.2293
H -2.983 -4.931 -2.055 0.0601
H 4.147 -0.577 1.810 0.0858
C 3.119 -0.597 -1.257 -0.2973
H 1.773 1.022 -3.907 0.1113
H -4.801 1.837 -3.626 0.0140
H -4.482 4.216 -2.397 0.0734
C 4.844 0.387 -2.614 -0.0658
C -3.208 -3.865 -2.121 -0.3246
Sn -1.330 0.671 0.124 1.1408
H -4.447 0.235 1.031 0.0738
H 2.944 -0.412 4.357 0.0977
C 4.100 -3.571 -1.018 -0.0693
H -2.653 5.389 -1.720 0.0759
C 4.633 -4.876 1.378 -0.0685
O 1.160 -1.888 0.208 -0.3900
C 4.436 3.831 -0.337 -0.0558
H 2.547 2.831 -0.509 0.0981
H 5.229 -0.741 -0.836 0.1169
C 2.471 0.539 4.562 -0.0770
N -2.268 2.021 2.100 -0.0338
H 4.167 1.449 -4.349 0.1098
H 0.560 -2.125 -2.504 -0.0415
H 4.967 1.751 2.873 0.1112
C -1.993 -0.366 4.660 -0.1988
H -1.640 -4.838 0.663 -0.0016
H -3.228 1.279 5.194 0.1097
O 1.087 1.246 1.019 -0.4552
H 1.275 3.315 3.021 0.1191
C 5.067 -5.418 0.176 -0.0651
P 2.374 1.055 1.780 0.7620
C 3.065 -0.630 1.680 -0.2830
H -2.096 5.478 -0.050 0.0925
H -6.094 0.424 0.379 0.1031
C 3.646 2.189 1.225 -0.2807
H -4.840 4.391 -0.685 0.0856
H -0.018 -4.123 0.609 -0.0223
C -2.813 0.868 4.272 -0.1753
C -4.584 3.664 -1.459 -0.0561
H -1.272 -2.271 3.987 0.1123
H 2.489 0.222 6.681 0.1115
C 1.539 2.636 3.824 -0.0842
C -3.326 -3.442 -3.547 -0.3083
C -2.943 -4.321 -4.560 -0.0519
H 5.138 -5.192 -1.955 0.1109
H 4.285 4.422 -1.230 0.1136
H 5.615 -6.349 0.172 0.1104
H -2.660 -1.668 3.087 0.1125
H -0.553 -5.210 -0.693 0.0057
C -3.001 -3.966 -5.896 -0.0797
C 2.129 1.405 3.528 -0.2899
H 3.585 -3.275 2.324 0.1001

***

For each record above, in turn, the calculated ΔE to the lowest compared entry with this formula, charge and spin values are 234.43; 61.27; 114.34 kJ/mol.